No. 1
Formula: C33H62O27
Source: the Open Molecules 2025 dataset
Level of theory: ωB97M-V/def2-TZVPD

Computed properties:
**Gap between HOMO and LUMO**: 0.3688 hartree
**Net charge**: 0
**SMILES**: C[C@H]1COC(=O)O1.C[C@H]1COC(=O)O1.CCOC(=O)OC.CCOC(=O)OC.CCOC(=O)OC.CCOC(=O)OC.COC(=O)OC.COC(=O)OC.COC(=O)OC
**2S+1**: 1
**Energy relative to the best compared isomer or geometry (same formula, charge and spin)**: 144.0 kJ/mol
**LUMO energy**: 0.0002 hartree
**HOMO**: -10.032 eV
**E**: -90508.0705 eV

Atoms and positions in Å:
1 C 1.76441 0.88764 5.45674
2 C 0.26916 0.75022 5.65848
3 C -0.56422 2.06425 5.53032
4 O -1.76001 1.62357 4.87713
5 C -1.50426 0.47579 4.18724
6 O -2.24274 -0.07405 3.45772
7 O -0.28463 0.00708 4.53982
8 H 2.15120 -0.13059 5.32014
9 H 2.26954 1.26363 6.34863
10 H 2.06579 1.45054 4.57582
11 H -0.01105 0.22297 6.57420
12 H -0.05699 2.86143 5.00704
13 H -0.85712 2.31110 6.55103
14 C 6.52627 6.00090 1.70818
15 C 5.44176 4.94222 1.81993
16 C 4.68054 4.82867 3.15115
17 O 3.31700 4.97219 2.80079
18 C 3.19452 5.12535 1.46362
19 O 2.18092 5.26094 0.87126
20 O 4.40182 5.16321 0.86780
21 H 7.56059 5.70783 1.87183
22 H 6.37875 6.80535 2.44241
23 H 6.43686 6.47719 0.73103
24 H 5.96582 4.01189 1.57249
25 H 5.00506 5.63130 3.81566
26 H 4.93849 3.89629 3.65054
27 C -4.03653 2.86812 -0.45569
28 C -4.18675 2.77430 -1.96486
29 O -3.37579 1.73571 -2.44878
30 C -2.39157 2.02473 -3.29404
31 O -2.13467 3.11561 -3.66690
32 O -1.97452 0.85684 -3.76752
33 C -0.99868 0.74417 -4.79367
34 H -3.03578 3.13041 -0.11747
35 H -4.31771 1.89190 -0.04927
36 H -4.73809 3.60009 -0.05153
37 H -3.88046 3.71815 -2.41977
38 H -5.23923 2.65296 -2.21651
39 H -0.33746 -0.09304 -4.58943
40 H -0.44781 1.66663 -4.93541
41 H -1.55071 0.50672 -5.70578
42 C 4.36157 5.43012 -2.21019
43 C 2.91444 5.21613 -2.61236
44 O 2.80020 3.95197 -3.26798
45 C 1.58224 3.47378 -3.53107
46 O 0.58520 4.11186 -3.55504
47 O 1.60071 2.15346 -3.72639
48 C 2.77006 1.35386 -3.48287
49 H 4.36432 6.26335 -1.51547
50 H 5.01414 5.61173 -3.07411
51 H 4.81935 4.52583 -1.80772
52 H 2.48484 5.99626 -3.23613
53 H 2.37696 5.17881 -1.65879
54 H 3.56364 1.64065 -4.18049
55 H 2.48669 0.34179 -3.75285
56 H 3.16509 1.45684 -2.47918
57 C -3.73752 -2.85999 -3.57966
58 C -4.39492 -1.60752 -2.97782
59 O -4.85983 -0.78708 -4.03167
60 C -5.82192 0.09710 -3.72204
61 O -6.39439 0.15671 -2.67975
62 O -6.02038 0.97172 -4.69294
63 C -5.28011 0.92220 -5.90386
64 H -3.38868 -3.50808 -2.76544
65 H -2.84257 -2.63859 -4.15154
66 H -4.55437 -3.44840 -4.00750
67 H -3.54352 -1.15224 -2.46008
68 H -5.15820 -1.87047 -2.25671
69 H -5.31026 1.92065 -6.32514
70 H -5.68526 0.17135 -6.57585
71 H -4.23791 0.70432 -5.66785
72 C 0.27623 -3.73069 -2.14162
73 C -0.28007 -4.28651 -0.85130
74 O -1.52236 -4.86415 -1.14077
75 C -1.86664 -5.98170 -0.49978
76 O -1.21410 -6.52804 0.31167
77 O -3.01468 -6.39272 -1.02643
78 C -3.51108 -7.59309 -0.45385
79 H 0.42471 -4.49648 -2.90531
80 H 1.24888 -3.27754 -1.96745
81 H -0.48817 -3.07282 -2.55635
82 H -0.36749 -3.58593 -0.02301
83 H 0.45121 -5.00053 -0.46109
84 H -2.72112 -8.32971 -0.35397
85 H -4.27410 -7.95911 -1.13921
86 H -4.02666 -7.40652 0.48732
87 C -1.29301 -0.58293 -0.87324
88 O 0.13372 -0.76274 -0.62977
89 C 0.88781 0.27482 -0.46683
90 O 2.07559 0.16985 -0.38930
91 O 0.21254 1.39956 -0.30346
92 C 0.99836 2.54934 -0.03598
93 H -1.82986 -0.40900 0.05353
94 H -1.58346 -1.57129 -1.22855
95 H -1.38491 0.19635 -1.61804
96 H 1.55533 2.47004 0.88452
97 H 0.40797 3.43700 -0.23981
98 H 1.77764 2.68022 -0.80559
99 C 2.30061 -3.01744 0.91095
100 O 3.12333 -3.21242 2.06924
101 C 2.94079 -4.42334 2.63611
102 O 2.16011 -5.23533 2.30221
103 O 3.76800 -4.62875 3.66667
104 C 4.89339 -3.78573 3.94429
105 H 2.31661 -1.96626 0.63642
106 H 1.23903 -3.19589 1.06862
107 H 2.61778 -3.68397 0.11216
108 H 5.01709 -3.78452 5.02180
109 H 4.71251 -2.78255 3.56674
110 H 5.76748 -4.21786 3.45767
111 C -3.49125 -3.04378 2.62646
112 O -2.71702 -4.22921 2.54785
113 C -1.47600 -4.19961 3.05981
114 O -0.65027 -4.97494 2.77357
115 O -1.40236 -3.45383 4.18785
116 C -0.11168 -3.28688 4.73778
117 H -3.46897 -2.61863 3.62770
118 H -4.52001 -3.23556 2.34845
119 H -3.10234 -2.23193 2.00671
120 H -0.13394 -2.31699 5.22742
121 H 0.63740 -3.25334 3.94261
122 H 0.22610 -4.07530 5.40871

Atom charges from the Löwdin analysis, given in e for atoms 1 to 4: -0.022, -0.287, -0.076, 0.061

***

No. 2
Formula: C2H3N3O2
Source: the Open Molecules 2025 dataset
Level of theory: ωB97M-V/def2-TZVPD

Computed properties:
**Gap between HOMO and LUMO**: 0.3593 hartree
**Net charge**: 0
**2S+1**: 1
**Energy relative to the best compared isomer or geometry (same formula, charge and spin)**: 444.3 kJ/mol
**LUMO energy**: 0.0009 hartree
**HOMO**: -9.751 eV
**E**: -10683.8516 eV

Atoms and positions in Å:
1 C -0.51995 0.73144 1.27207
2 C 0.14900 -1.16461 0.28447
3 H 1.52288 -0.46448 -1.76979
4 H -0.78183 1.52108 -0.70070
5 H -0.76935 1.63601 1.88016
6 N -0.16390 -0.28307 -0.66924
7 N -0.20179 1.02641 -0.07204
8 N -0.33416 -0.54741 1.55855
9 O 0.27997 -0.29568 -1.92144
10 O 0.81912 -2.15969 0.13796

Atom charges from the Löwdin analysis, given in e for atoms 1 to 4: -0.136, -0.507, 0.291, 0.123

***

No. 3
Formula: C24H40BClFN6O10P
Source: the Open Molecules 2025 dataset
Level of theory: ωB97M-V/def2-TZVPD

Computed properties:
**Gap between HOMO and LUMO**: 0.3030 hartree
**Net charge**: 0
**SMILES**: CCC(=O)OCC[C@@](F)(O[C@@](CC(N)(N)N)(P(O)Cl)[C@@](O)(OCCCC(=O)Nc1ccccc1)N(C(C)=O)C(C)=O)B(N)O
**2S+1**: 1
**LUMO energy**: -0.0029 hartree
**HOMO**: -8.324 eV
**E**: -80155.6325 eV

Atoms and positions in Å:
1 C 2.43074 -5.39150 0.99129
2 C 3.93932 -4.90663 1.17059
3 C 4.61483 -4.50369 -0.20425
4 O 5.79278 -4.64831 -0.37935
5 O 3.76673 -3.99931 -1.22012
6 C 3.86104 -2.53005 -1.15700
7 C 2.59829 -1.94853 -0.42064
8 C 2.21719 -0.46690 -0.91082
9 F 2.02005 -0.63127 -2.29766
10 O 1.11402 -0.11834 -0.11574
11 C 0.12604 0.79974 -0.56598
12 C 0.49379 2.04501 -1.41609
13 C 0.58772 2.02714 -2.97085
14 N -0.06969 3.29569 -3.47407
15 N 2.01909 2.14020 -3.45403
16 N -0.00962 0.94550 -3.73077
17 P -1.38277 -0.26978 -1.11673
18 O -0.81559 -1.43791 -2.22168
19 Cl -2.77324 0.84715 -2.21590
20 C -0.41648 1.40024 0.86762
21 O -1.72748 1.87040 0.59650
22 O -0.50686 0.26011 1.68302
23 C -0.78781 0.49272 3.06640
24 C -2.26799 -0.02628 3.34085
25 C -2.49118 -1.49721 2.83298
26 C -4.00177 -1.81347 2.48077
27 O -4.86082 -1.47276 3.26076
28 N -4.22641 -2.53921 1.25543
29 C -5.01172 -1.81048 0.28214
30 C -5.13032 -2.40752 -1.07385
31 C -5.92855 -1.77928 -2.13842
32 C -6.63181 -0.50855 -1.89844
33 C -6.49797 0.09104 -0.56677
34 C -5.69546 -0.53806 0.50252
35 N 0.40465 2.52025 1.31372
36 C -0.28228 3.73601 1.71769
37 C -0.21017 4.96300 0.71927
38 O -0.93381 3.89675 2.71783
39 C 1.69036 2.29057 1.86708
40 C 2.66391 3.54894 1.91908
41 O 2.13220 1.27236 2.34881
42 B 3.60657 0.36729 -0.59708
43 N 4.38064 0.03969 0.65479
44 O 4.17024 1.34362 -1.45090
45 H 1.86758 -4.73577 0.26840
46 H 1.95463 -5.28383 2.00885
47 H 2.38586 -6.45627 0.64539
48 H 3.90558 -4.02600 1.86477
49 H 4.53005 -5.76947 1.57227
50 H 4.78956 -2.32636 -0.54544
51 H 3.97651 -2.16171 -2.20652
52 H 2.78461 -1.97123 0.68759
53 H 1.71118 -2.62932 -0.59119
54 H 1.48838 2.44322 -1.03100
55 H -0.22525 2.87453 -1.14779
56 H -0.08114 3.30877 -4.49265
57 H 0.41338 4.11240 -3.08909
58 H 1.91629 2.20664 -4.47561
59 H 2.31896 3.07242 -3.15472
60 H 0.62503 0.48621 -4.37847
61 H -0.89228 1.20019 -4.17628
62 H -0.90505 -2.30942 -1.79680
63 H -2.27730 1.95308 1.39382
64 H -0.10476 -0.18712 3.66020
65 H -0.60889 1.52650 3.45208
66 H -2.36720 -0.03180 4.46665
67 H -3.04878 0.66381 2.91588
68 H -1.82906 -1.80729 1.98441
69 H -2.24202 -2.18785 3.69561
70 H -3.30312 -2.77336 0.87228
71 H -4.59483 -3.37129 -1.26892
72 H -5.94937 -2.28814 -3.12948
73 H -7.22378 -0.06333 -2.73045
74 H -7.04733 1.05312 -0.40526
75 H -5.63126 -0.01516 1.48087
76 H -0.67482 5.88283 1.17183
77 H 0.84508 5.22752 0.45479
78 H -0.77472 4.75735 -0.22802
79 H 3.70032 3.26361 2.21428
80 H 2.26386 4.18772 2.76784
81 H 2.59374 4.18645 1.00162
82 H 5.35107 -0.16501 0.36741
83 H 4.46547 0.95397 1.12454
84 H 3.92342 2.25104 -1.21571

Atom charges from the Löwdin analysis, given in e for atoms 1 to 4: -0.102, -0.118, -0.449, 0.124

***

No. 4
Formula: C5H16NO
Source: the Open Molecules 2025 dataset
Level of theory: ωB97M-V/def2-TZVPD

Computed properties:
**Gap between HOMO and LUMO**: 0.2052 hartree
**Net charge**: +1
**2S+1**: 1
**Energy relative to the best compared isomer or geometry (same formula, charge and spin)**: 754.0 kJ/mol
**LUMO energy**: -0.3533 hartree
**HOMO**: -15.198 eV
**E**: -8968.7006 eV

Atoms and positions in Å:
1 C 1.45869 0.96328 1.48934
2 C -0.01714 0.47799 1.39242
3 C -0.61880 1.02920 0.10327
4 C -1.51620 0.00839 -0.58792
5 C -2.73487 -0.54060 0.14950
6 N 1.48128 0.19183 -1.72751
7 H 2.12808 0.67385 0.70121
8 H 1.82383 0.52863 2.42919
9 H 1.53335 2.04180 1.62908
10 H -0.61318 0.70275 2.28361
11 H -0.87594 2.08070 0.23216
12 H 0.24263 1.00754 -0.68278
13 H -1.79355 0.40254 -1.56727
14 H -0.83725 -0.84348 -0.74407
15 H -2.39193 -0.77927 1.16388
16 H -3.50402 0.22406 0.27404
17 H -3.14034 -1.44903 -0.27627
18 H 2.40430 0.57055 -1.99363
19 H 0.03933 -0.61123 1.29614
20 H 1.64128 -0.97140 -1.16061
21 H 0.97066 -0.00315 -2.60241
22 H 1.92329 -2.63994 -0.68351
23 O 1.40546 -1.84910 -0.52089

Atom charges from the Löwdin analysis, given in e for atoms 1 to 4: -0.077, -0.210, -0.129, -0.242

***

No. 5
Formula: C5H11ErO3
Source: the Open Molecules 2025 dataset
Level of theory: ωB97M-V/def2-TZVPD

Computed properties:
**Gap between HOMO and LUMO (alpha / beta)**: 0.2523 / 0.1706 hartree
**Expectation value of S²**: 6.010
**Net charge**: +1
**2S+1**: 5
**Energy relative to the best compared isomer or geometry (same formula, charge and spin)**: 124.8 kJ/mol
**LUMO energy (alpha / beta)**: -0.1189 / -0.1983 hartree
**HOMO (alpha / beta)**: -10.102 / -10.039 eV
**E**: -39114.8223 eV

Atoms and positions in Å:
1 C -1.16316 -1.26548 -0.81856
2 O -0.16406 -1.37769 0.22338
3 C 1.02582 -0.61597 0.08516
4 C 0.75121 0.86441 0.23268
5 O 0.03649 1.03273 1.45187
6 C 0.20077 2.29224 2.08583
7 H -1.86365 -2.09435 -0.64277
8 H -1.57730 -0.25126 -0.96701
9 H 1.49825 -0.82335 -0.88310
10 H 1.67141 -0.95839 0.90536
11 H 0.12724 1.26951 -0.57762
12 H 1.70483 1.41093 0.22790
13 H 1.25738 2.43271 2.35158
14 H -0.15742 3.08066 1.40884
15 H -0.41153 2.31252 2.99319
16 Er -1.43119 -0.63391 2.19402
17 O 0.21986 -2.76640 -2.40763
18 C -0.46827 -1.63486 -2.31129
19 H -1.36996 -1.56003 -2.97475
20 H 0.11329 -0.71402 -2.57708

Atom charges from the Löwdin analysis, given in e for atoms 1 to 4: -0.193, -0.423, -0.176, -0.174

***

Question: Which formula does entry 2 have?
Answer: C2H3N3O2